Record 1
C4H8FNNdO4P2 | wB97M-V/def2-TZVPD

2S+1 ... 4
Total charge ... +3
Expectation value of S² ... 3.844

XYZ file:
```
21
Properties=species:S:1:pos:R:3:mulliken_charge:R:1
N 2.45 -0.06 1.27 -0.50
P 2.04 0.71 -0.32 0.40
O 2.30 -0.48 -1.61 -0.45
C 0.18 1.22 -0.34 -0.05
O -0.39 1.39 1.01 -0.33
C -1.52 0.47 1.22 0.06
O -2.33 0.58 2.29 -0.32
C -1.53 -0.55 -0.06 0.14
P -0.49 -2.11 0.34 0.38
O -1.11 -3.31 -0.50 -0.51
C -0.88 0.38 -1.27 0.02
F -2.00 1.37 -1.50 -0.26
H 3.26 0.47 1.71 0.38
H 1.67 0.08 1.96 0.29
H 2.34 -0.03 -2.50 0.38
H 0.15 2.30 -0.79 0.03
H -2.65 -0.86 -0.19 0.46
H -0.54 -2.32 1.77 0.21
H 0.90 -2.02 -0.03 0.14
H -0.51 -0.16 -2.25 0.46
Nd -1.35 2.93 -0.21 2.06
```


Record 2
C4H8FNO | wB97M-V/def2-TZVPD

2S+1 ... 1
Energy relative to the best compared isomer or geometry (same formula, charge and spin) ... 70.8 kcal/mol
SMILES ... NC[C@]1(CF)CO1

XYZ file:
```
15
Properties=species:S:1:pos:R:3:nbo_charge:R:1
N 0.04 -0.43 2.25 -0.82
C 0.18 0.48 1.10 -0.25
C 0.15 -0.05 -0.32 0.09
C 0.43 0.92 -1.40 0.05
F -0.64 1.91 -1.50 -0.39
C -0.59 -1.18 -0.80 -0.09
O 0.77 -1.33 -0.52 -0.46
H -0.82 -0.98 1.97 0.35
H 0.95 -1.15 2.35 0.36
H 0.96 1.34 1.37 0.21
H -0.83 1.07 1.24 0.21
H 0.33 0.32 -2.39 0.18
H 1.37 1.48 -1.23 0.19
H -0.91 -0.81 -1.94 0.17
H -1.40 -1.58 -0.18 0.19
```


Record 3
C4H8FNO | wB97M-V/def2-TZVPD

2S+1 ... 1
Energy relative to the best compared isomer or geometry (same formula, charge and spin) ... 45.9 kcal/mol
SMILES ... CC/C(CF)=N/O

XYZ file:
```
15
Properties=species:S:1:pos:R:3:nbo_charge:R:1
C -1.84 1.18 -1.32 -0.61
C -1.17 0.78 0.02 -0.43
C 0.16 0.04 -0.03 0.18
C 0.68 -0.52 1.20 -0.02
F -0.28 -0.28 2.16 -0.36
N 0.71 -0.17 -1.20 -0.14
O 1.84 -1.00 -0.97 -0.60
H -2.87 1.48 -0.91 0.21
H -1.28 2.06 -1.63 0.21
H -1.75 0.30 -2.00 0.23
H -1.94 0.16 0.47 0.22
H -1.04 1.70 0.64 0.22
H 0.77 -1.61 1.17 0.20
H 1.70 -0.23 1.49 0.20
H 2.25 -0.97 -1.84 0.48
```


Record 4
C4H8FNS | wB97M-V/def2-TZVPD

2S+1 ... 1
Energy relative to the best compared isomer or geometry (same formula, charge and spin) ... 17.5 kcal/mol
SMILES ... CS/N=C/[C@H](C)F

XYZ file:
```
15
Properties=species:S:1:pos:R:3:nbo_charge:R:1
C 2.26 -0.53 1.85 -0.72
S 1.23 1.00 1.85 0.42
N 0.25 0.56 0.55 -0.60
C -0.92 0.90 0.23 0.08
C -1.71 0.30 -0.86 0.16
C -0.76 -0.47 -1.84 -0.64
F -2.41 1.22 -1.55 -0.35
H 3.01 -0.21 2.54 0.22
H 2.65 -0.79 0.91 0.22
H 1.78 -1.48 2.20 0.22
H -1.34 1.85 0.67 0.15
H -2.44 -0.53 -0.53 0.17
H -1.34 -1.20 -2.38 0.21
H 0.02 -0.97 -1.27 0.23
H -0.27 0.36 -2.36 0.22
```


Record 5
C4H8IN2 | wB97M-V/def2-TZVPD

2S+1 ... 1
Total charge ... +1
Energy relative to the best compared isomer or geometry (same formula, charge and spin) ... 42.3 kcal/mol
SMILES ... C/[NH+]=C\N/C=C\I

XYZ file:
```
15
Properties=species:S:1:pos:R:3:nbo_charge:R:1
C 1.35 0.47 -0.34 -0.40
N 0.26 1.43 0.03 -0.51
C -0.90 1.07 0.48 0.39
N -1.34 -0.13 0.62 -0.54
C -0.85 -1.38 0.31 -0.11
C -1.48 -2.30 -0.40 -0.32
I -3.47 -2.23 -1.09 0.20
H 0.85 -0.37 -0.56 0.21
H 1.95 0.29 0.55 0.22
H 1.90 0.90 -1.11 0.23
H 0.64 2.45 0.01 0.46
H -1.57 1.94 0.76 0.24
H -2.37 -0.13 0.59 0.44
H 0.10 -1.64 0.59 0.23
H -0.91 -2.99 -1.01 0.25
```


Record 6
C4H8IN2 | wB97M-V/def2-TZVPD

2S+1 ... 1
Total charge ... +1
Energy relative to the best compared isomer or geometry (same formula, charge and spin) ... 41.0 kcal/mol
SMILES ... [H]/N=C1/C[NH2+]C[C@@H]1I

XYZ file:
```
15
Properties=species:S:1:pos:R:3:nbo_charge:R:1
H 0.47 2.75 -0.87 0.36
N -0.12 2.46 -0.07 -0.49
C 0.05 1.24 0.06 0.24
C -0.82 0.37 0.94 -0.28
N -0.47 -1.04 0.71 -0.51
C -0.06 -1.05 -0.72 -0.28
C 0.83 0.19 -0.83 -0.37
I 2.80 -0.23 0.08 0.14
H -0.79 0.60 1.95 0.25
H -1.82 0.22 0.52 0.23
H 0.47 -1.21 1.36 0.46
H -1.20 -1.63 1.08 0.46
H -0.90 -1.06 -1.39 0.25
H 0.39 -1.98 -1.01 0.26
H 1.18 0.37 -1.81 0.27
```


Record 7
C4H8IN2S | wB97M-V/def2-TZVPD

2S+1 ... 1
Total charge ... +1
Energy relative to the best compared isomer or geometry (same formula, charge and spin) ... 48.2 kcal/mol
SMILES ... C=C(I)S/[NH+]=C(/C)N

XYZ file:
```
16
Properties=species:S:1:pos:R:3:nbo_charge:R:1
C 2.92 -2.26 0.37 -0.23
C 1.83 -1.06 -0.13 -0.60
I 2.56 0.87 -0.36 0.28
S 0.29 -1.67 -0.51 0.52
N -0.74 -0.52 0.41 -0.69
C -1.14 0.66 -0.13 0.58
C -2.15 1.48 0.57 -0.69
N -0.84 1.02 -1.38 -0.70
H 3.95 -2.01 0.75 0.23
H 2.68 -3.34 0.17 0.22
H -1.08 -0.89 1.25 0.44
H -1.89 1.72 1.71 0.28
H -2.19 2.49 0.12 0.25
H -3.04 1.06 0.71 0.27
H -1.08 1.90 -1.77 0.44
H -0.09 0.54 -1.79 0.42
```


Record 8
C4H8INS | wB97M-V/def2-TZVPD

2S+1 ... 1
Energy relative to the best compared isomer or geometry (same formula, charge and spin) ... 62.3 kcal/mol

XYZ file:
```
15
Properties=species:S:1:pos:R:3:nbo_charge:R:1
C 0.28 2.14 1.27 -0.07
C -0.58 -1.22 0.63 -0.77
C 0.33 -0.55 -1.58 -0.73
C 0.50 -0.68 -0.13 0.22
N 0.49 1.40 0.23 -0.65
S 0.80 3.72 1.48 -0.24
I 2.41 -1.49 0.54 0.17
H -0.61 1.83 1.97 0.18
H -1.57 -0.70 0.30 0.25
H -0.51 -1.30 1.79 0.27
H -0.75 -2.23 0.22 0.26
H 0.82 0.24 -2.14 0.26
H -0.74 -0.58 -1.60 0.23
H 0.63 -1.49 -2.07 0.24
H 1.27 1.81 -0.30 0.37
```


Record 9
C4H8INS | wB97M-V/def2-TZVPD

2S+1 ... 1
Energy relative to the best compared isomer or geometry (same formula, charge and spin) ... 65.6 kcal/mol

XYZ file:
```
15
Properties=species:S:1:pos:R:3:nbo_charge:R:1
C -1.07 0.49 0.63 -0.12
C -0.23 -0.56 0.56 -0.06
C -1.82 0.76 1.87 -0.66
C 2.29 -0.60 -2.27 -0.75
N 0.59 -0.75 -0.48 -0.61
S 0.75 0.21 -1.73 0.58
I -0.18 -3.40 -1.47 -0.15
H -0.92 1.11 -0.30 0.19
H -0.39 -1.23 1.35 0.20
H -2.17 -0.08 2.50 0.23
H -1.22 1.27 2.51 0.23
H -2.64 1.46 1.57 0.23
H 2.82 -0.01 -3.09 0.23
H 1.94 -1.62 -2.80 0.24
H 2.91 -0.82 -1.49 0.22
```


Record 10
C4H8IrOS4Sb2Se4 | wB97M-V/def2-TZVPD

2S+1 ... 6
Total charge ... -2
Energy relative to the best compared isomer or geometry (same formula, charge and spin) ... 16.8 kcal/mol
Expectation value of S² ... 8.801

XYZ file:
```
24
Properties=species:S:1:pos:R:3:nbo_charge:R:1
Ir 1.91 -1.73 -0.99 0.58
S 4.98 -4.46 1.64 -0.95
Sb 4.27 -2.33 1.21 0.92
S 4.01 -2.35 -1.34 -0.55
S 1.80 -2.51 1.32 -0.84
Se 4.08 4.40 -0.46 -0.73
Sb 2.02 3.43 -1.28 0.84
Se 2.09 0.50 -1.13 -0.24
Se 0.30 4.63 0.18 -0.38
Se 1.35 4.08 -3.54 -0.74
O -0.33 -1.75 -1.05 -1.00
S -1.17 -1.77 0.23 1.24
C -2.76 -1.12 -0.37 -0.60
C -3.04 0.20 0.36 -0.41
C -1.66 0.83 0.55 -0.42
C -0.81 -0.27 1.16 -0.61
H -3.52 -1.88 -0.24 0.22
H -2.58 -0.96 -1.44 0.25
H -3.49 0.00 1.33 0.19
H -3.72 0.84 -0.21 0.22
H -1.67 1.73 1.16 0.24
H -1.23 1.11 -0.42 0.24
H -1.10 -0.50 2.19 0.22
H 0.27 -0.12 1.13 0.30
```


Record 11
C4H8LuO3 | wB97M-V/def2-TZVPD

2S+1 ... 1
Total charge ... +1
Energy relative to the best compared isomer or geometry (same formula, charge and spin) ... 52.0 kcal/mol

XYZ file:
```
16
Properties=species:S:1:pos:R:3:nbo_charge:R:1
O -0.54 1.78 -2.41 -0.92
C -1.59 1.92 -1.55 0.09
O -1.44 0.70 -0.54 -0.70
C -0.79 0.95 0.68 -0.11
C -0.01 -0.28 1.09 -0.10
O 0.83 -0.68 0.01 -0.66
C 1.70 -1.76 0.31 -0.26
Lu 0.28 0.10 -2.00 2.06
H -2.54 1.59 -2.03 0.13
H -1.53 1.17 1.47 0.23
H -0.12 1.82 0.59 0.20
H -0.69 -1.13 1.30 0.21
H 0.62 -0.05 1.96 0.22
H 2.26 -2.03 -0.60 0.20
H 2.42 -1.44 1.08 0.22
H 1.12 -2.64 0.63 0.21
```


Record 12
C4H8MgO3 | wB97M-V/def2-TZVPD

2S+1 ... 2
Total charge ... +1
Energy relative to the best compared isomer or geometry (same formula, charge and spin) ... 55.7 kcal/mol
Expectation value of S² ... 0.754

XYZ file:
```
16
Properties=species:S:1:pos:R:3:nbo_charge:R:1
O -1.96 1.26 -0.12 -0.46
C -1.05 0.38 -0.08 0.83
Mg 1.97 0.09 -0.20 1.85
O 0.09 0.54 -0.48 -0.82
C -3.38 0.85 -0.01 -0.07
H -3.75 1.42 0.85 0.23
H -3.83 1.16 -0.96 0.23
C -3.45 -0.65 0.20 -0.86
H -3.42 -1.01 -0.85 0.33
H -2.51 -1.49 0.29 0.30
O 3.77 0.32 -0.09 -1.14
C 4.95 -0.39 0.02 -0.23
H 5.00 -0.98 0.95 0.16
H 5.10 -1.09 -0.83 0.16
H 5.82 0.30 0.02 0.18
H -3.38 -0.71 1.30 0.33
```


Calculated E_tot in order - -50488.9591; -10529.4356; -10530.5135; -19319.0278; -15350.2702; -15350.3279; -26183.9189; -24700.5908; -24700.4473; -326967.3638; -44029.7374; -15853.7610 eV
Calculated strongest force on any atom in order - 0.201; 0.085; 0.071; 0.081; 0.073; 0.106; 0.163; 0.097; 0.115; 0.022; 0.036; 0.062 Eh/bohr